[1]
DFT (ωB97M-V/def2-TZVPD) results for 3 unconnected molecules or ions with the total composition C20H30F3N2O8S at a distorted geometry.

Values from the calculation:
multiplicity = 1
calculated total energy = -2189.1447 a.u.
net charge = -1
Kohn-Sham gap = 6.2 eV
HOMO = -4.29 eV
max |F| = 3.6 eV Å⁻¹

The geometry in XYZ format:
```
64
Properties=species:S:1:pos:R:3:forces:R:3:nbo_charge:R:1
C 1.887937 -2.936104 -3.301561 -0.4308 0.1396 -0.0117 -0.53
C 0.693559 -2.365801 -3.796614 0.7350 0.0452 0.9799 -0.08
C -0.116629 -1.247501 -3.046026 1.3322 -0.3302 -1.5138 -0.28
N -0.544832 -0.233741 -4.016944 0.0949 0.2763 1.1137 -0.50
C -1.983620 0.003162 -4.084890 -1.3572 -0.2240 0.2362 -0.23
C -2.731154 0.242856 -2.720848 -1.0860 -0.7969 0.2956 -0.43
C -4.277090 0.593548 -2.912144 1.5293 0.4303 1.4209 -0.22
N -4.421160 2.017249 -3.314110 -0.2020 -0.7322 -0.8039 -0.84
C 0.287905 0.962473 -4.127824 -0.6873 3.0063 -1.2621 -0.04
S 2.093001 0.703958 -3.817070 0.4267 -0.8944 0.6108 -0.05
C -0.153836 2.224339 -3.282770 0.8685 0.2426 0.6507 -0.45
C 0.169419 2.150753 -1.737108 -0.1524 0.6752 -0.3109 -0.48
C 1.377053 3.026040 -1.284044 0.2258 -0.9335 1.2097 0.29
F 2.089900 3.854899 -2.108780 -1.4440 -0.1676 0.5051 -0.32
C 1.737176 3.018186 0.018826 -0.3904 0.1548 -1.8782 0.61
F 1.482064 1.880047 0.737412 0.1309 2.1656 0.2616 -0.32
F 2.292789 4.110385 0.622144 0.0389 -2.0936 0.1377 -0.32
C 0.176028 1.441105 -5.673237 2.3861 -1.0122 -2.5367 0.74
O -0.675706 2.267159 -6.046462 -0.6896 0.0070 1.2992 -0.77
O 1.058372 0.922568 -6.450958 -1.5396 0.4659 1.6827 -0.77
H 1.853020 -3.956298 -2.832219 0.5877 0.0829 -2.2693 0.19
H 2.876937 -2.421826 -3.421077 -1.1607 0.3577 1.9761 0.22
H 0.317390 -2.748124 -4.782329 -1.1279 -0.5844 1.6705 0.20
H -0.977775 -1.822440 -2.601424 0.6621 0.5292 -0.6555 0.22
H 0.455610 -0.858814 -2.158701 -0.2447 -0.3288 -0.8444 0.21
H -2.447192 -0.923262 -4.537515 0.3632 0.7900 0.4209 0.19
H -2.281765 0.838295 -4.771649 0.9317 -0.6310 0.4344 0.25
H -2.723746 -0.679976 -2.068974 0.2702 0.7558 -0.6643 0.19
H -2.312818 1.063389 -2.086765 -0.0887 -0.5942 -0.6259 0.19
H -4.779888 -0.126571 -3.598304 0.2656 0.7555 0.3914 0.19
H -4.715098 0.516864 -1.876827 0.1078 -0.2257 -1.0791 0.18
H -4.295395 2.048869 -4.328052 0.0109 0.3135 0.3250 0.36
H -3.642227 2.549460 -2.919527 -0.3074 -0.2247 -0.1593 0.35
H 2.678902 1.943953 -3.709103 -1.1825 -0.4571 -0.2672 0.15
H 0.435651 3.092331 -3.689257 -0.6962 -0.8302 0.2012 0.24
H -1.224059 2.512221 -3.398989 0.8297 -0.5092 -0.2380 0.22
H -0.724061 2.587217 -1.203293 0.8881 -0.3553 -0.3300 0.21
H 0.284935 1.119191 -1.329786 0.0948 0.7575 -0.5225 0.25
C 1.683336 1.733732 3.565451 0.0420 -0.3819 -0.0669 -0.63
C 1.813993 1.290055 5.003592 -0.2320 0.5524 -0.9121 0.06
C 2.985283 1.889886 5.728058 0.0499 0.4082 0.2766 -0.09
O 3.249533 0.908041 6.732824 -0.1197 -0.3974 -0.1257 -0.49
C 2.823867 -0.286345 6.235738 0.1238 -0.2635 0.0540 0.97
O 3.052902 -1.343546 6.732630 -0.0632 0.1925 -0.0842 -0.58
O 2.106467 -0.110113 5.091214 0.5139 0.2151 0.6773 -0.50
H 0.942098 1.127684 3.043766 -0.0589 0.1275 0.0925 0.24
H 1.385504 2.781696 3.506128 -0.0135 -0.0517 0.0425 0.23
H 2.624940 1.608673 3.027812 -0.0063 0.0294 0.1048 0.22
H 0.874608 1.469006 5.537435 0.0912 -0.0064 0.1055 0.18
H 2.754089 2.854377 6.178928 0.0538 -0.1406 0.1623 0.20
H 3.877315 1.991425 5.103622 -0.1375 -0.0341 -0.1275 0.19
C 0.611777 -2.508856 4.477741 -0.3069 0.1318 -0.1260 -0.63
C -0.681184 -3.282502 4.367063 0.9653 0.3096 0.1686 0.06
C -0.664914 -4.366842 3.326860 0.0884 -0.4745 0.0010 -0.10
O -2.049686 -4.480321 2.991719 -0.1631 0.3494 0.0746 -0.49
C -2.612289 -3.261434 3.227994 -0.2871 0.1669 -0.1478 0.97
O -3.708444 -2.948537 2.889670 0.2024 -0.0928 0.0838 -0.57
O -1.747486 -2.449628 3.898462 -0.3925 -0.4261 -0.2221 -0.50
H 0.475720 -1.629653 5.101443 -0.0207 -0.2187 0.0863 0.24
H 1.400964 -3.127058 4.908510 -0.0576 0.0455 0.0481 0.23
H 0.943672 -2.152176 3.500002 -0.0567 -0.0785 0.0047 0.22
H -0.968960 -3.671738 5.349547 -0.0548 -0.0864 -0.0784 0.18
H -0.279195 -5.311969 3.707988 -0.2062 -0.0334 -0.0637 0.20
H -0.113510 -4.093918 2.422604 0.0531 0.1319 0.1212 0.19
```
Positions in Å, forces in eV/Å.

***

[2]
DFT (ωB97M-V/def2-TZVPD) results for a molecular structure, C21H28O5 at a distorted geometry.

Values from the calculation:
multiplicity = 1
calculated total energy = -1192.6221 a.u.
Kohn-Sham gap = 8.4 eV
HOMO = -8.22 eV
max |F| = 17.3 eV Å⁻¹

The geometry in XYZ format:
```
54
Properties=species:S:1:pos:R:3:forces:R:3:nbo_charge:R:1
C -1.803142 -0.920883 2.197292 7.0149 -2.0622 -6.7145 -0.56
H -0.973959 -0.223651 2.495147 -0.9309 -0.6331 -0.4690 0.20
H -2.568421 -0.821753 2.734884 -6.2657 0.6232 4.4268 0.18
H -1.350620 -1.941849 2.118076 -0.6914 0.8682 0.8930 0.25
C -2.254208 -0.780413 0.517449 4.5918 13.3004 9.9852 -0.10
C -3.221581 0.528415 0.694040 1.5148 -0.9552 -0.1051 0.15
C -4.459508 0.515813 0.226643 -1.5230 2.6912 -1.9095 -0.36
C -4.957501 -0.437951 -0.838266 -1.4068 -1.7676 2.0691 0.57
O -6.138336 -0.451621 -1.197582 2.2967 0.3272 -0.0794 -0.55
C -3.891196 -1.580665 -1.070208 -2.6708 3.0504 -3.1832 -0.50
C -3.107877 -1.630613 0.164572 -4.1578 -15.9283 -5.4203 -0.38
H -3.799062 -2.091016 0.849738 0.2563 0.2869 1.2309 0.25
H -2.325160 -2.811257 -0.201626 -2.1436 2.7121 1.3149 0.16
H -3.312783 -1.087045 -1.867261 0.1936 -0.6445 -0.2184 0.22
H -4.465595 -2.449771 -1.514406 1.1223 0.6812 1.0094 0.25
H -5.048575 1.505248 0.231983 0.7022 -1.6257 0.3935 0.22
C -2.499558 1.694160 1.234041 -0.9512 4.2617 0.8532 -0.51
C -1.393521 2.129410 0.339843 3.2191 2.8751 -4.5122 -0.37
C -0.239017 1.142527 0.137328 -4.7491 -2.8037 4.1050 -0.22
C -1.087686 -0.218293 -0.111287 2.9470 -1.1282 -8.8041 -0.29
C -0.081901 -1.382460 -0.408846 -1.8613 1.1774 5.4871 0.63
O -0.204065 -2.329582 0.434976 1.9994 1.4650 -3.9686 -0.60
C 1.058965 -0.962889 -1.249224 -0.8431 -3.3125 -3.7038 -0.55
H 1.712818 -1.854541 -1.135202 0.0247 0.4007 -1.0209 0.25
H 0.606472 -0.841571 -2.538575 1.2130 -0.8142 3.9542 0.23
C 1.868886 0.268501 -1.040710 -4.0530 0.2118 2.2361 0.00
C 2.668150 0.380263 -2.250449 -2.2244 10.5438 -0.0083 -0.63
H 2.067591 1.010423 -3.123317 1.1918 -2.5960 1.6644 0.22
H 3.273739 1.336221 -1.932849 0.1029 -1.8398 -1.0359 0.22
H 3.273551 -0.347398 -2.464530 3.1657 -4.1230 -1.7371 0.21
C 0.814656 1.513973 -0.808171 1.5630 -2.2085 -1.0243 -0.24
H 0.337303 1.728040 -1.825885 0.7088 0.3132 1.2919 0.22
C 1.749432 2.506434 -0.118480 2.0075 -7.0396 -4.3307 -0.38
H 2.219873 2.877533 -0.949741 1.6311 2.0832 -1.2731 0.21
C 2.678678 1.618836 0.731956 2.3699 6.2608 2.5988 -0.45
H 2.480045 1.921573 1.819317 0.4703 -0.6508 -1.1965 0.23
H 3.750955 2.077142 0.449753 -2.1801 -1.3967 1.1035 0.27
C 2.644943 0.225620 0.549456 4.5471 1.4635 -11.7854 0.21
C 4.039350 -0.281203 0.046637 -1.0567 -2.1539 3.3644 0.58
O 4.825319 0.495686 -0.313628 3.2802 0.9928 -1.8703 -0.54
C 4.449531 -1.835954 0.608021 -4.4564 -0.5282 -16.4688 -0.11
O 3.155167 -2.566702 0.451650 2.7380 -3.4371 0.1061 -0.76
H 3.404299 -3.551383 0.600036 -1.0182 2.3541 -0.3945 0.50
H 5.221255 -2.217036 -0.065607 0.0251 -0.0846 0.8353 0.21
H 4.505754 -1.643307 1.448898 2.3376 2.6023 14.6917 0.14
O 2.164542 -0.575847 1.297673 -6.1911 -6.1618 8.7774 -0.73
H 2.089726 -1.562763 1.124039 0.5774 1.3761 -0.3693 0.55
H 1.305576 3.051728 0.490109 -3.9664 5.8726 4.7130 0.20
H -1.405546 -0.011913 -1.351559 0.4050 -0.2925 2.8496 0.19
H -0.044387 0.946551 1.242176 1.4724 0.4701 -1.2880 0.23
H -0.848845 3.145463 0.559852 -1.4754 -1.5648 0.5080 0.22
H -1.717078 2.417086 -0.798413 -0.0857 -0.8977 2.4890 0.19
H -3.058374 2.745160 1.081052 -0.0355 -2.5558 1.1981 0.24
H -2.109064 1.629505 2.299204 -0.7524 -0.0589 -1.2582 0.24
```
Positions in Å, forces in eV/Å.

***

[3]
DFT (ωB97M-V/def2-TZVPD) results for a molecular structure, C17H19CsN6O3S at a distorted geometry.

Values from the calculation:
multiplicity = 1
calculated total energy = -1631.8348 a.u.
net charge = -2
Kohn-Sham gap = 4.7 eV
HOMO = -0.81 eV
max |F| = 2.3 eV Å⁻¹

The geometry in XYZ format:
```
47
Properties=species:S:1:pos:R:3:forces:R:3:nbo_charge:R:1
Cs -0.234666 -1.047454 0.577631 -0.0747 -1.0085 -2.0448 0.94
C -4.349834 2.202225 -0.614522 0.0034 -0.0026 0.0035 -0.69
C -4.277330 0.893940 0.192914 0.0058 0.0173 -0.0301 0.49
O -5.224002 0.092180 0.030094 -0.0063 -0.0014 0.0272 -0.74
C -3.150039 0.786342 1.031314 -0.1345 0.0239 -0.0048 -0.62
C -2.847852 -0.269717 1.940516 0.0355 -0.0673 0.0593 0.25
C -3.657331 -1.545241 1.942110 -0.0226 -0.0008 0.0690 -0.66
N -1.801226 -0.312505 2.725116 -0.3073 0.4230 0.4018 -0.45
N -1.082698 0.894611 2.792660 0.0177 -0.0614 0.1773 -0.48
C 0.220431 0.793847 2.840858 0.0315 0.2810 0.1901 0.50
O 0.977401 -0.211672 2.627524 0.5008 0.3486 1.1146 -0.86
C 0.914193 2.114111 3.125914 -0.0734 -0.0015 -0.0065 -0.05
C 0.206016 3.284310 3.407034 0.0223 -0.0580 -0.0281 -0.20
C 0.874610 4.471074 3.662692 -0.0167 -0.0087 0.0020 -0.24
C 2.265972 4.512555 3.647385 -0.0010 0.0291 0.0064 -0.26
C 2.977069 3.353278 3.373256 0.0060 -0.0207 -0.0053 -0.22
C 2.304691 2.164255 3.114906 -0.0109 0.0079 0.0114 -0.22
H -5.110835 2.091460 -1.386808 0.0128 0.0192 -0.0154 0.20
H -3.390029 2.454652 -1.069966 0.0062 -0.0190 0.0045 0.20
H -4.626824 3.032316 0.041638 -0.0342 -0.0153 0.0040 0.20
H -2.480326 1.636331 1.045625 0.0130 -0.0085 0.0314 0.21
H -4.705047 -1.341516 1.734882 -0.0118 -0.0114 0.0592 0.24
H -3.513461 -2.043869 2.900974 -0.0394 -0.0173 -0.0008 0.20
H -3.321681 -2.235407 1.157277 0.0087 0.1141 -0.0311 0.20
H -0.874126 3.219673 3.408746 -0.0020 0.0379 0.0071 0.24
H 0.308745 5.372092 3.874575 0.0076 0.0039 0.0017 0.19
H 2.788482 5.441889 3.847106 -0.0016 -0.0011 -0.0010 0.19
H 4.061719 3.375805 3.358710 -0.0004 -0.0054 0.0004 0.19
H 2.831250 1.242894 2.901243 0.0118 0.0083 -0.0035 0.24
O -0.399856 -7.289893 0.950430 0.0124 0.1065 -0.0390 -0.65
C -0.165744 -6.252998 0.406216 -0.0501 -0.3045 0.1304 0.77
N 0.038158 -5.200345 -0.099890 0.1655 0.1223 -0.1630 -0.78
C 3.846128 -0.002014 -5.102173 0.0540 0.0137 0.0063 -0.60
C 2.354956 -0.324343 -5.187473 -0.0203 -0.0094 0.0019 -0.43
C 1.924070 -1.374266 -4.215556 -0.1406 0.1231 0.1470 -0.02
N 1.187264 -1.118286 -3.192018 0.0351 0.0997 0.0080 -0.25
N 0.919648 -2.177610 -2.379766 0.0250 0.2974 -0.1457 -0.43
C 1.468853 -3.301598 -2.805056 -0.2519 -0.0671 0.3132 0.27
N 1.338773 -4.464058 -2.209599 0.0435 -0.5580 0.2698 -0.86
S 2.389412 -3.051680 -4.292635 0.2065 -0.0567 -0.2921 0.17
H 4.122360 0.784244 -5.808543 -0.0112 -0.0021 -0.0059 0.19
H 4.455237 -0.881493 -5.320076 -0.0200 -0.0103 -0.0076 0.20
H 4.103007 0.335206 -4.097263 -0.0110 -0.0015 0.0016 0.21
H 2.096227 -0.614198 -6.210818 0.0065 -0.0400 0.0094 0.19
H 1.762171 0.558376 -4.942540 0.0234 0.0207 -0.0168 0.23
H 0.643989 -4.833575 -1.057543 -0.0770 0.2948 -0.1344 0.44
H 1.832074 -5.213923 -2.667100 0.0641 -0.0338 -0.0824 0.34
```
Positions in Å, forces in eV/Å.

***

ΔE to the lowest compared entry with this formula, charge and spin for the records above, in order: 0.000, 16.416, 0.000 eV